# 1
{
  "formula": "C17H21ClN4O4S",
  "method": "ωB97M-V/def2-TZVPD",
  "elements": ["C", "H", "N", "O", "H", "H", "C", "C", "C", "N", "C", "C", "S", "H", "O", "H", "H", "C", "H", "H", "N", "H", "C", "H", "H", "C", "O", "H", "H", "C", "C", "H", "H", "H", "H", "C", "C", "C", "C", "C", "H", "C", "O", "H", "N", "Cl", "H", "H"],
  "coordinates": [[0.388, -0.217, 3.351], [-1.731, 0.634, 6.258], [-0.966, -0.071, -0.087], [0.586, -3.617, -3.575], [3.571, 3.376, -1.538], [-1.059, -3.687, -1.723], [-0.321, 0.844, 3.288], [-0.510, -0.591, 5.511], [-1.203, 0.554, 5.404], [1.099, -0.797, 0.015], [-0.204, -2.652, -3.231], [0.787, -0.689, -4.248], [-2.386, -1.743, -1.613], [-3.370, -0.835, 0.808], [-0.041, 1.744, 2.286], [-2.669, 0.115, 2.100], [1.867, 1.187, 1.407], [0.109, 0.183, 0.476], [2.058, 3.082, -2.320], [-4.290, 0.987, 1.189], [0.390, -1.553, -0.618], [3.490, 2.989, -3.203], [1.402, 0.297, -3.184], [4.190, 0.997, -1.938], [0.801, -2.217, 4.489], [-0.827, -1.208, -0.781], [2.606, 0.629, -3.063], [-2.201, -3.703, -3.108], [0.843, 2.075, 0.386], [-1.178, 1.122, 4.349], [-3.062, 0.131, 1.041], [2.535, 0.966, -0.971], [-2.580, 1.075, -0.855], [-1.886, 1.864, 0.457], [0.629, -0.234, -5.271], [3.062, 2.664, -2.342], [-1.549, -3.171, -2.592], [0.258, -1.155, 4.549], [3.126, 1.258, -1.906], [-2.246, 0.936, 0.029], [-0.974, -0.824, -3.518], [0.579, 1.312, 1.167], [0.720, 0.843, -2.513], [-1.717, 2.351, 4.219], [-0.381, -1.397, -3.841], [-0.823, -1.747, 6.900], [1.280, -0.704, 2.732], [1.801, -1.402, -4.374]],
  "forces_ev_per_angstrom": [[5.368, -9.185, 1.988], [-2.281, 1.717, 2.398], [-6.283, 3.185, -1.004], [-2.224, 4.977, 1.743], [-0.704, -1.437, -1.264], [-1.067, -0.407, -0.908], [-0.092, 2.664, -1.469], [2.160, -6.412, 1.179], [-0.244, -5.431, 8.413], [-0.107, 6.046, 5.482], [-1.232, -4.183, -3.920], [5.715, -1.238, -1.936], [2.046, -1.170, -0.464], [-0.593, -1.427, -0.923], [-2.518, 2.042, 0.990], [-0.108, 0.328, -1.400], [-3.470, -0.561, -0.379], [7.566, -2.132, 0.222], [-0.353, -0.350, -0.188], [3.470, -2.808, -0.364], [-1.396, -7.551, -5.855], [1.503, -0.055, -2.820], [2.102, -4.436, -6.484], [-0.370, -0.555, 0.702], [-1.461, 2.798, 0.587], [-3.478, 0.129, -0.742], [6.135, -3.350, -2.909], [-2.668, -2.251, -2.626], [-1.396, 0.425, 1.004], [-2.070, 12.818, -10.741], [-3.563, 5.314, 2.020], [1.103, 0.441, -1.379], [-2.537, 0.540, -6.000], [0.234, -0.054, 0.063], [0.342, -0.073, 1.319], [-0.670, 3.823, 5.736], [5.224, 4.133, 5.739], [0.950, 0.847, -2.850], [-0.137, 0.222, -0.287], [4.232, -4.212, 7.009], [-6.136, 4.834, 3.540], [6.516, 1.925, -0.231], [-11.264, 5.836, 8.657], [1.357, -4.002, 0.353], [7.905, -6.070, -1.918], [0.071, 1.201, -0.496], [-2.377, 2.019, 0.515], [-3.199, 1.086, -0.105]],
  "mulliken_charge": [0.69, 0.59, 0.23, -0.62, 0.30, 0.24, 0.55, 0.52, -0.58, -0.64, 0.54, -1.09, -0.20, 0.43, -0.41, 0.14, 0.26, 1.41, 0.31, 0.25, -0.20, 0.46, 0.88, 0.26, 0.27, -0.16, -0.47, 0.60, 0.46, -0.82, -0.73, -0.09, 0.62, 0.39, 0.35, -1.29, -0.72, -0.95, 0.23, -0.86, 0.35, -1.35, -0.40, 0.06, -0.06, -0.25, 0.18, 0.32],
  "e_homo_ev": -8.28,
  "orbital_gap_ev": 8.6682,
  "e_lumo_ha": 0.0143
}

---

# 2
{
  "formula": "C28H32F6N10O5S2Ti",
  "method": "ωB97M-V/def2-TZVPD",
  "elements": ["C", "H", "H", "N", "H", "C", "C", "C", "C", "C", "N", "C", "F", "H", "C", "H", "C", "C", "C", "H", "O", "S", "C", "H", "C", "H", "F", "C", "F", "H", "H", "H", "H", "H", "C", "C", "N", "H", "N", "H", "H", "C", "O", "H", "H", "O", "C", "C", "C", "N", "H", "N", "H", "N", "C", "H", "N", "C", "O", "H", "S", "H", "H", "H", "Ti", "C", "H", "N", "C", "F", "F", "C", "F", "H", "H", "C", "H", "H", "O", "C", "H", "H", "N", "C"],
  "coordinates": [[-1.395, 1.931, 4.981], [-2.504, -1.023, -0.586], [1.924, 3.766, 0.243], [-2.423, 1.412, -0.020], [-1.108, -3.199, 2.105], [-0.670, 1.806, -2.942], [3.537, -0.503, 0.294], [0.388, -1.917, 1.294], [-1.279, -0.448, 2.088], [0.809, 1.866, -3.287], [0.314, 1.169, 2.914], [0.792, -4.198, 2.042], [5.123, 0.558, -2.394], [0.376, -5.110, 2.449], [-3.495, 0.644, -0.115], [2.329, 0.725, -2.525], [2.116, -4.131, 1.724], [0.659, 2.072, 3.793], [4.965, 0.086, -3.648], [2.718, 3.233, -2.133], [3.987, -1.858, -5.086], [4.157, -1.577, -3.687], [-0.065, -3.096, 1.835], [4.680, -3.593, 1.010], [1.368, 3.136, -0.457], [-4.199, -1.231, -0.490], [6.177, -0.004, -4.202], [-4.350, 2.526, 0.781], [4.262, 1.003, -4.332], [-6.712, 1.334, 0.392], [1.645, 2.513, 3.679], [-4.556, 2.634, 1.848], [-3.720, 0.576, 4.988], [-0.604, -0.218, -3.098], [-5.950, 0.564, 0.295], [-1.802, 0.933, 4.063], [-0.424, -0.785, 1.019], [5.501, -1.381, 0.201], [1.650, 1.403, -2.167], [0.188, 3.257, 5.543], [-0.933, 2.546, -2.181], [2.324, 2.479, -1.442], [0.610, -1.362, -4.084], [-2.072, 2.222, 5.775], [-1.259, 2.019, -3.839], [-2.130, 3.547, 0.789], [-0.908, 0.575, 3.031], [-2.489, -1.075, 2.282], [-2.841, 2.594, 0.528], [0.575, 2.117, 0.249], [1.008, 1.816, 1.124], [2.858, -1.168, -2.911], [-0.327, 2.506, 0.524], [2.253, -0.628, 0.533], [-0.164, 2.499, 4.859], [2.779, -4.974, 1.861], [-3.426, -0.603, -0.621], [-3.377, -0.716, 3.317], [5.059, -2.411, -2.939], [-2.767, -1.873, 1.608], [1.448, -2.005, -3.048], [-4.316, -1.247, 3.417], [1.083, 2.890, -3.560], [3.180, 2.053, -0.921], [0.469, 0.075, -0.640], [-3.053, 0.282, 4.187], [-1.945, 0.305, -2.333], [-4.653, 1.193, 0.295], [1.786, -1.824, 1.002], [-0.729, -4.903, -3.402], [-1.595, -3.477, -2.018], [2.637, -2.920, 1.207], [0.104, -4.684, -1.415], [-6.130, 0.043, -0.647], [0.671, 3.786, -0.988], [4.467, -1.543, 0.466], [3.878, 0.447, -0.091], [1.012, 1.218, -4.140], [0.865, -1.489, -1.669], [-0.474, -4.066, -2.422], [-4.881, 3.302, 0.227], [-6.070, -0.138, 1.126], [-0.951, 0.464, -2.411], [4.009, -2.751, 0.902]],
  "forces_ev_per_angstrom": [[-0.001, -0.003, -0.044], [0.036, 0.018, -0.016], [-0.009, 0.042, -0.046], [0.062, 0.073, -0.036], [0.066, 0.006, -0.028], [-0.050, 0.005, 0.036], [0.047, -0.082, -0.120], [-0.033, 0.116, 0.126], [-0.269, 0.164, -0.120], [0.071, 0.079, -0.005], [-0.016, -0.090, 0.166], [-0.008, 0.057, -0.016], [-0.057, -0.041, -0.036], [0.006, -0.010, 0.005], [-0.079, -0.203, 0.040], [0.039, -0.011, -0.023], [-0.003, 0.065, -0.038], [-0.064, 0.017, 0.083], [0.215, -0.031, -0.184], [0.049, -0.004, 0.037], [-0.015, -0.082, 0.011], [-0.164, 0.179, 0.018], [-0.030, -0.136, 0.039], [0.006, -0.003, 0.016], [-0.111, 0.028, -0.033], [-0.025, 0.004, 0.003], [-0.102, 0.084, 0.064], [-0.037, -0.027, 0.044], [0.013, -0.079, 0.121], [0.002, -0.008, -0.006], [0.007, -0.008, -0.041], [-0.014, -0.004, 0.000], [-0.013, -0.019, 0.008], [0.031, -0.047, 0.017], [-0.076, -0.017, 0.055], [-0.037, 0.042, 0.142], [0.591, -0.222, 0.054], [0.009, -0.010, 0.000], [-0.106, -0.181, 0.266], [-0.005, 0.004, 0.008], [-0.016, -0.032, -0.002], [0.019, 0.053, -0.032], [-0.033, 0.065, 0.023], [0.000, -0.002, 0.012], [0.026, 0.038, 0.009], [-0.031, -0.046, -0.003], [0.092, -0.034, -0.198], [0.058, 0.004, 0.058], [0.049, 0.008, 0.015], [0.325, -0.161, 0.055], [-0.001, 0.107, 0.035], [0.144, 0.047, -0.113], [-0.050, 0.024, -0.060], [-0.160, -0.085, -0.217], [0.003, -0.048, -0.065], [-0.006, -0.016, 0.015], [0.004, 0.071, -0.074], [0.042, 0.018, -0.016], [0.040, -0.002, 0.085], [-0.009, -0.005, -0.013], [0.184, 0.295, 0.112], [-0.011, 0.001, 0.016], [0.001, -0.028, -0.058], [-0.024, 0.006, 0.047], [-0.544, 0.099, -0.521], [-0.018, 0.014, -0.025], [-0.123, 0.112, 0.156], [0.144, 0.108, -0.097], [-0.085, 0.083, 0.213], [-0.031, -0.133, -0.211], [-0.142, 0.118, 0.056], [0.168, -0.114, 0.071], [0.085, -0.043, 0.124], [0.011, 0.000, 0.005], [0.015, -0.007, -0.013], [-0.140, 0.032, 0.007], [0.002, 0.004, -0.024], [-0.057, -0.027, 0.009], [-0.135, -0.106, 0.043], [-0.008, 0.057, 0.115], [0.013, 0.009, 0.008], [0.018, 0.002, -0.002], [0.285, -0.153, -0.072], [-0.027, 0.003, -0.035]],
  "mulliken_charge": [-0.83, -0.32, 0.52, 0.25, 0.45, -0.71, 0.11, 0.10, -1.07, -0.88, -0.59, -1.10, -0.21, 0.41, -0.07, -0.70, -0.96, -0.29, 0.62, 0.53, -0.69, 0.91, -0.17, 0.43, -1.03, 0.36, -0.24, -0.53, -0.25, 0.36, 0.43, 0.36, 0.43, 0.21, -1.12, 1.40, 2.42, 0.49, 1.36, 0.41, 0.17, -0.52, -0.78, 0.44, 0.55, -0.72, -0.08, 0.41, 0.09, 0.14, -0.01, -0.29, -0.15, 0.44, -0.88, 0.43, -0.16, -1.28, -0.68, 0.58, 0.03, 0.51, 0.49, 0.03, 0.68, -1.08, 0.32, 0.14, -0.26, -0.23, -0.21, 0.90, -0.17, 0.39, 0.34, -0.96, 0.08, 0.39, 0.38, 0.37, 0.39, 0.31, -0.42, -0.90],
  "e_homo_ev": [-7.48, -7.89],
  "s2": 2.0051,
  "multiplicity": 3,
  "orbital_gap_ev": [7.3182, 7.7268],
  "e_lumo_ha": [-0.0059, -0.0060]
}